The molecule CF3O2P at a distorted geometry, computed with ωB97M-V/def2-TZVPD.

The geometry in XYZ format:
```
7
CF3O2P, DFT ωB97M-V/def2-TZVPD
C -0.82 0.11 -0.18
O 0.34 -0.36 -0.59
O 2.29 -0.46 1.00
F -1.62 -0.86 0.50
F -1.63 0.53 -1.07
F -0.58 1.13 0.70
P 2.02 -0.10 -0.35
```

Output
Spin multiplicity: 3
HOMO-LUMO gap (alpha / beta) (eV): 9.2 / 8.2
Highest occupied orbital energy (alpha / beta) (eV): -8.307 / -13.091



A structure of composition CF3O3STl at a distorted geometry, computed with ωB97M-V/def2-TZVPD.

The geometry in XYZ format:
```
9
CF3O3STl, DFT ωB97M-V/def2-TZVPD
Tl 1.91 0.64 -3.72
C -1.04 -0.58 0.62
F -0.84 -1.89 0.40
F -1.90 -0.09 -0.27
F -1.45 -0.46 1.89
S 0.57 0.45 0.33
O 0.23 1.89 0.49
O 1.50 -0.07 1.30
O 1.01 0.10 -1.04
```

Output
Energy above the lowest of the compared OMol25 structures with the same formula, charge and spin (kcal/mol): 0.0
Spin multiplicity: 2
Charge: +1
HOMO-LUMO gap (alpha / beta) (eV): 10.5 / 5.6
Highest occupied orbital energy (alpha / beta) (eV): -15.476 / -15.340



A structure of composition CF3OPtS at a distorted geometry, computed with ωB97M-V/def2-TZVPD.

The geometry in XYZ format:
```
7
CF3OPtS, DFT ωB97M-V/def2-TZVPD
Pt 2.73 -0.60 0.54
S 0.45 -0.13 -1.15
O 1.35 -1.10 -0.25
C -0.87 0.29 -0.06
F -1.15 -0.62 0.86
F -2.01 0.57 -0.68
F -0.51 1.58 0.74
```

Output
Spin multiplicity: 4
HOMO-LUMO gap (alpha / beta) (eV): 7.4 / 7.9
Highest occupied orbital energy (alpha / beta) (eV): -7.371 / -10.649



A cluster of 2 separate species, CF5NO in total at a distorted geometry, computed with ωB97M-V/def2-TZVPD.

The geometry in XYZ format:
```
8
CF5NO, DFT ωB97M-V/def2-TZVPD
C 1.38 -0.21 -0.11
N -1.91 0.70 -0.10
O 0.39 -0.67 -0.85
F 0.87 0.62 0.82
F 2.29 0.38 -0.84
F 1.97 -1.32 0.53
F -2.11 0.58 1.16
F -2.87 -0.09 -0.60
```

Output
Energy above the lowest of the compared OMol25 structures with the same formula, charge and spin (kcal/mol): 13.7
Spin multiplicity: 1
HOMO-LUMO gap (alpha / beta) (eV): 12.9 / 7.2
Highest occupied orbital energy (alpha / beta) (eV): -13.773 / -11.061



A cluster of 2 separate species, CFN in total at a distorted geometry, computed with ωB97M-V/def2-TZVPD.

The geometry in XYZ format:
```
3
CFN, DFT ωB97M-V/def2-TZVPD
C 0.43 -0.09 0.00
N 1.54 0.06 0.00
F -1.97 0.02 0.00
```

Output
Energy above the lowest of the compared OMol25 structures with the same formula, charge and spin (kcal/mol): 125.4
Spin multiplicity: 1
HOMO-LUMO gap (alpha / beta) (eV): 7.7 / 7.7
Highest occupied orbital energy (alpha / beta) (eV): -14.000 / -13.991



A cluster of 2 separate species, CFN3O2 in total at a distorted geometry, computed with ωB97M-V/def2-TZVPD.

The geometry in XYZ format:
```
7
CFN3O2, DFT ωB97M-V/def2-TZVPD
C 1.44 0.33 0.15
N 2.01 1.34 0.18
N 0.72 -0.72 0.33
N -1.68 0.14 0.00
O -2.30 -0.28 0.87
O -1.64 0.76 -0.98
F 0.77 -1.72 -0.62
```

Output
Energy above the lowest of the compared OMol25 structures with the same formula, charge and spin (kcal/mol): 0.0
Spin multiplicity: 3
HOMO-LUMO gap (alpha / beta) (eV): 9.2 / 9.1
Highest occupied orbital energy (alpha / beta) (eV): -9.185 / -12.224



A cluster of 2 separate species, CFNS in total at a distorted geometry, computed with ωB97M-V/def2-TZVPD.

The geometry in XYZ format:
```
4
CFNS, DFT ωB97M-V/def2-TZVPD
C 0.40 0.36 -0.95
N 0.65 1.07 -1.80
F -0.10 -0.46 2.02
S -0.95 -0.97 0.73
```

Output
Energy above the lowest of the compared OMol25 structures with the same formula, charge and spin (kcal/mol): 59.5
Spin multiplicity: 1
HOMO-LUMO gap (alpha / beta) (eV): 7.7 / 7.7
Highest occupied orbital energy (alpha / beta) (eV): -11.278 / -11.277



The ion CFO5S with charge -1 at a distorted geometry, computed with ωB97M-V/def2-TZVPD.

The geometry in XYZ format:
```
8
CFO5S, DFT ωB97M-V/def2-TZVPD
C 1.07 1.00 -0.85
O 1.58 1.34 0.17
O 0.92 1.30 -1.96
O -1.74 0.24 -0.02
O 0.44 -0.56 -0.45
O -0.62 -1.57 1.62
F -1.87 -1.98 2.14
S -0.97 -0.93 -0.13
```

Output
Energy above the lowest of the compared OMol25 structures with the same formula, charge and spin (kcal/mol): 13.7
Spin multiplicity: 1
Charge: -1
HOMO-LUMO gap (eV): 9.4
Highest occupied orbital energy (eV): -5.619



A structure of composition CH10F3O8PtS at a distorted geometry, computed with ωB97M-V/def2-TZVPD.

The geometry in XYZ format:
```
24
CH10F3O8PtS, DFT ωB97M-V/def2-TZVPD
Pt -0.04 0.95 -0.12
C 0.15 -2.87 1.64
F -0.47 -4.07 1.87
F -0.49 -1.94 2.29
F 1.42 -3.00 2.06
S 0.17 -2.50 -0.31
O 0.32 -1.06 -0.48
O 1.22 -3.31 -0.90
O -1.15 -2.93 -0.75
O -1.97 0.48 0.56
H -2.66 -0.18 0.65
H -2.43 1.31 0.51
O 1.92 1.22 -1.32
H 2.24 0.62 -1.99
H 2.51 1.97 -1.37
O -1.09 0.96 -2.03
H -0.76 0.85 -2.93
H -2.04 0.94 -2.12
O 0.97 0.68 1.74
H 1.76 0.14 1.71
H 1.13 1.29 2.47
O -0.23 3.10 -0.29
H -0.77 3.51 -0.96
H 0.29 3.83 0.07
```

Output
Energy above the lowest of the compared OMol25 structures with the same formula, charge and spin (kcal/mol): 14.6
Spin multiplicity: 3
Charge: +1
HOMO-LUMO gap (alpha / beta) (eV): 8.2 / 8.2
Highest occupied orbital energy (alpha / beta) (eV): -12.402 / -12.430



A structure of composition CH10N2O4 at a distorted geometry, computed with ωB97M-V/def2-TZVPD.

The geometry in XYZ format:
```
17
CH10N2O4, DFT ωB97M-V/def2-TZVPD
N -1.06 0.71 0.33
C 0.21 0.70 -0.27
N 0.70 2.01 -0.36
O 0.35 0.06 -1.40
H -0.91 0.13 1.11
H -1.75 0.28 -0.27
H -0.06 2.69 -0.29
H 1.44 2.26 -1.00
H -1.91 -1.41 -2.52
H 0.72 -1.31 1.23
O 0.66 -0.03 2.14
H -0.67 -0.55 -1.62
H 0.96 0.09 0.46
O -1.70 -0.99 -1.67
H 1.44 0.16 2.70
H 0.72 -2.81 0.91
O 0.85 -1.98 0.51
```

Output
Energy above the lowest of the compared OMol25 structures with the same formula, charge and spin (kcal/mol): 181.0
Spin multiplicity: 1
HOMO-LUMO gap (eV): 6.3
Highest occupied orbital energy (eV): -10.181



A cluster of 4 separate species, CH10NO4 in total at a distorted geometry, computed with ωB97M-V/def2-TZVPD.

The geometry in XYZ format:
```
16
CH10NO4, DFT ωB97M-V/def2-TZVPD
N -1.33 -1.84 -0.05
C -1.09 -0.59 -0.57
O -0.06 0.09 0.17
H -0.60 -2.54 -0.32
H -1.21 -1.91 0.93
H -0.97 -0.67 -1.74
H -1.87 0.14 -0.29
H 2.29 0.59 -1.27
H 1.52 -0.07 -0.14
O 2.44 0.05 -0.43
H 0.18 1.44 -0.96
H -0.15 2.85 -1.43
O 0.14 2.00 -1.80
H -0.34 0.02 2.10
H 1.00 0.13 2.85
O 0.04 0.31 2.95
```

Output
Energy above the lowest of the compared OMol25 structures with the same formula, charge and spin (kcal/mol): 19.9
Spin multiplicity: 1
Charge: -1
HOMO-LUMO gap (eV): 8.2
Highest occupied orbital energy (eV): -4.054



A cluster of 4 separate species, CH10O3S in total at a distorted geometry, computed with ωB97M-V/def2-TZVPD.

The geometry in XYZ format:
```
15
CH10O3S, DFT ωB97M-V/def2-TZVPD
C -0.67 -0.24 1.45
S 0.53 -1.78 1.51
H -0.67 0.24 0.48
H -0.32 0.34 2.29
H -1.65 -0.65 1.68
H -0.57 -2.41 1.96
O -2.84 2.84 0.61
H -2.69 2.04 1.09
H -2.32 2.74 -0.18
O -0.42 0.58 -2.12
H -0.65 1.52 -2.02
H 0.37 0.64 -2.65
O 2.96 -0.05 -2.48
H 3.62 0.24 -1.87
H 2.53 -0.78 -2.01
```

Output
Energy above the lowest of the compared OMol25 structures with the same formula, charge and spin (kcal/mol): 19.4
SMILES: CS.O.O.O
Spin multiplicity: 1
HOMO-LUMO gap (eV): 9.6
Highest occupied orbital energy (eV): -9.277



A cluster of 4 separate species, CH10O3S in total at a distorted geometry, computed with ωB97M-V/def2-TZVPD.

The geometry in XYZ format:
```
15
CH10O3S, DFT ωB97M-V/def2-TZVPD
C 1.33 -0.83 0.74
S 0.61 -0.54 2.41
H 1.48 0.13 0.24
H 2.29 -1.30 0.91
H 0.67 -1.43 0.13
H -0.34 -1.48 2.31
O 0.55 -0.62 -2.40
H 1.19 0.04 -2.64
H -0.32 -0.38 -2.08
O -1.85 -0.16 -0.94
H -1.12 -0.40 -0.34
H -2.24 0.53 -0.37
O -1.14 2.15 0.66
H -0.52 2.48 -0.01
H -0.58 1.82 1.38
```

Output
Energy above the lowest of the compared OMol25 structures with the same formula, charge and spin (kcal/mol): 9.3
SMILES: CS.O.O.O
Spin multiplicity: 1
HOMO-LUMO gap (eV): 10.0
Highest occupied orbital energy (eV): -9.615



A structure of composition CH11LiO5 at a distorted geometry, computed with ωB97M-V/def2-TZVPD.

The geometry in XYZ format:
```
18
CH11LiO5, DFT ωB97M-V/def2-TZVPD
Li -0.10 -0.48 -0.27
C 0.45 1.05 1.48
O 0.84 1.24 0.18
H 1.41 1.02 2.16
H 0.19 0.16 1.60
H -0.18 1.86 1.86
O -1.40 -1.24 0.46
H -1.91 -0.89 1.08
H -2.05 -2.05 0.61
O -0.68 2.80 -0.47
H -1.11 2.11 0.15
H 0.22 2.59 -0.36
O 1.11 -2.19 -0.11
H 0.84 -3.00 -0.34
H 2.04 -2.14 -0.27
O 0.17 -0.20 -2.25
H 0.75 0.04 -2.91
H -0.60 -0.67 -2.63
```

Output
Energy above the lowest of the compared OMol25 structures with the same formula, charge and spin (kcal/mol): 57.8
Spin multiplicity: 1
HOMO-LUMO gap (eV): 5.9
Highest occupied orbital energy (eV): -6.561



A structure of composition CH11N2Ti at a distorted geometry, computed with ωB97M-V/def2-TZVPD.

The geometry in XYZ format:
```
15
CH11N2Ti, DFT ωB97M-V/def2-TZVPD
C -1.89 1.47 0.11
Ti 0.79 -0.15 0.23
N 1.35 -1.81 -1.02
H 1.23 1.04 -0.76
H 2.34 -1.72 -1.29
H -2.62 0.63 -0.11
H -2.02 2.26 -0.67
H -0.73 1.22 0.19
H -2.15 1.92 1.12
H 1.22 -2.70 -0.50
H 0.79 -1.89 -1.91
N 1.32 -0.23 2.32
H 1.98 -0.98 2.55
H 0.43 -0.38 2.82
H 1.71 0.67 2.64
```

Output
Energy above the lowest of the compared OMol25 structures with the same formula, charge and spin (kcal/mol): 11.5
Spin multiplicity: 3
Charge: -1
HOMO-LUMO gap (alpha / beta) (eV): 3.0 / 2.8
Highest occupied orbital energy (alpha / beta) (eV): 0.023 / 0.179



A cluster of 2 separate species, CH11N5 in total at a distorted geometry, computed with ωB97M-V/def2-TZVPD.

The geometry in XYZ format:
```
17
CH11N5, DFT ωB97M-V/def2-TZVPD
C 1.73 -1.10 -0.34
N 1.03 -0.27 0.62
N -0.30 -0.91 0.99
N -1.18 -0.01 1.57
H 1.12 -1.16 -1.24
H 1.92 -2.13 0.02
H 2.69 -0.64 -0.58
H 1.61 -0.15 1.46
H -0.12 -1.68 1.65
H -1.31 0.78 0.81
H -0.81 0.41 2.43
N -0.85 1.61 -0.71
N -1.32 0.73 -1.79
H -0.75 2.53 -1.13
H 0.11 1.27 -0.48
H -2.32 0.92 -1.89
H -1.26 -0.21 -1.39
```

Output
Energy above the lowest of the compared OMol25 structures with the same formula, charge and spin (kcal/mol): 32.2
SMILES: CNNN.NN
Spin multiplicity: 1
HOMO-LUMO gap (eV): 9.4
Highest occupied orbital energy (eV): -8.267



A cluster of 5 separate species, CH11NO4 in total at a distorted geometry, computed with ωB97M-V/def2-TZVPD.

The geometry in XYZ format:
```
17
CH11NO4, DFT ωB97M-V/def2-TZVPD
C -2.33 2.24 -1.24
N -1.22 1.80 -1.68
H -2.84 1.64 -0.49
H -2.94 2.99 -1.76
H -0.89 2.55 -2.28
O 0.91 -2.28 -1.10
H 1.46 -2.55 -1.84
H 1.51 -1.84 -0.51
O 2.79 -1.40 1.10
H 2.98 -1.59 2.01
H 2.15 -0.68 1.29
O -1.02 -0.89 0.58
H -1.16 -0.11 0.03
H -0.64 -1.50 -0.08
O 0.73 0.63 1.78
H 0.08 -0.06 1.61
H 0.43 1.06 2.58
```

Output
Energy above the lowest of the compared OMol25 structures with the same formula, charge and spin (kcal/mol): 24.5
SMILES: C=N.O.O.O.O
Spin multiplicity: 1
HOMO-LUMO gap (eV): 11.5
Highest occupied orbital energy (eV): -10.734



A cluster of 5 separate species, CH11O5 in total at a distorted geometry, computed with ωB97M-V/def2-TZVPD.

The geometry in XYZ format:
```
17
CH11O5, DFT ωB97M-V/def2-TZVPD
C 0.69 -1.09 -1.15
O 1.01 -0.71 0.19
H 0.72 -0.24 -1.81
H -0.36 -1.58 -1.26
H 1.35 -1.92 -1.51
H 2.93 -1.88 1.34
H 2.25 -3.29 1.17
O 2.76 -2.73 1.77
H 0.41 0.11 0.24
H -0.62 1.69 1.56
O -0.98 1.24 0.72
H -0.34 1.93 -0.58
H 0.94 1.82 -1.18
O 0.16 2.27 -1.39
H -3.24 0.37 -0.81
H -2.87 1.12 0.48
O -3.60 0.98 -0.15
```

Output
Energy above the lowest of the compared OMol25 structures with the same formula, charge and spin (kcal/mol): 21.4
Spin multiplicity: 1
Charge: -1
HOMO-LUMO gap (eV): 8.3
Highest occupied orbital energy (eV): -4.794



A cluster of 5 separate species, CH11O5 in total at a distorted geometry, computed with ωB97M-V/def2-TZVPD.

The geometry in XYZ format:
```
17
CH11O5, DFT ωB97M-V/def2-TZVPD
C 1.05 -0.29 -0.58
O -0.20 0.05 -0.18
H 1.61 -1.08 0.04
H 1.73 0.55 -0.70
H 1.12 -0.79 -1.64
H 0.33 2.03 0.41
H 1.10 1.77 1.70
O 0.84 2.48 1.10
H 0.06 -0.05 1.40
H 0.30 -1.13 2.54
O 0.07 -0.19 2.45
H -1.85 1.10 -2.77
H -1.37 1.07 -1.23
O -1.64 1.66 -1.98
H -1.00 -1.62 -0.42
H -0.71 -3.12 -0.14
O -1.43 -2.42 -0.01
```

Output
Energy above the lowest of the compared OMol25 structures with the same formula, charge and spin (kcal/mol): 14.1
Spin multiplicity: 1
Charge: -1
HOMO-LUMO gap (eV): 8.6
Highest occupied orbital energy (eV): -4.812



A cluster of 5 separate species, CH12N2O4 in total at a distorted geometry, computed with ωB97M-V/def2-TZVPD.

The geometry in XYZ format:
```
19
CH12N2O4, DFT ωB97M-V/def2-TZVPD
H 1.56 -1.56 -1.41
N 1.22 -0.69 -1.06
C 0.83 0.14 -1.98
N 0.36 1.37 -1.60
H 0.97 -0.01 -3.03
H 0.89 1.76 -0.84
H -0.51 1.79 -1.99
O 1.11 -0.37 1.72
H 1.52 -1.21 2.09
H 1.09 -0.60 0.80
O -3.23 -3.10 2.14
H -3.76 -2.19 2.09
H -3.82 -3.74 1.68
O -2.05 1.73 0.02
H -1.89 2.60 0.43
H -2.63 1.22 0.59
O 3.11 1.20 0.19
H 3.11 0.36 -0.26
H 2.12 1.31 0.44
```

Output
Energy above the lowest of the compared OMol25 structures with the same formula, charge and spin (kcal/mol): 47.3
SMILES: [H]/N=C/N.O.O.O.O
Spin multiplicity: 1
HOMO-LUMO gap (eV): 10.0
Highest occupied orbital energy (eV): -9.548